## 1
Here is a molecular structure, C3H12N3S from OMol25. Energies are from ωB97M-V/def2-TZVPD.

The value obtained for the HOMO energy is -13.1707 eV. The calculation puts the LUMO energy at -3.07 eV. The value obtained for the frontier orbital gap is 10.1 eV. Its total charge is +1.

Atoms and positions in Å:
C: -2.17 -1.19 0.53
C: -1.15 -0.94 -0.60
C: 1.28 -0.19 -0.43
N: 0.30 2.00 0.21
N: 1.66 1.56 0.05
N: 0.02 -0.44 0.18
S: 2.77 -0.95 0.05
H: -2.13 -0.18 0.99
H: -3.08 -1.43 0.05
H: -1.91 -1.97 1.20
H: -1.44 -0.26 -1.41
H: -0.90 -1.97 -1.15
H: 1.25 -0.06 -1.57
H: -0.11 2.34 -0.68
H: 0.26 2.74 0.94
H: 2.14 1.57 0.88
H: -0.05 -0.74 1.15
H: -0.33 0.86 0.53
H: 3.59 -0.77 -0.91



## 2
Here is 2 unconnected molecules or ions with the total composition C3H12N3S from OMol25. Energies are from ωB97M-V/def2-TZVPD.

The value obtained for the HOMO energy is -13.7538 eV. The calculation puts the LUMO energy at -4.42 eV. The value obtained for the frontier orbital gap is 9.3 eV. Its total charge is +1.

Atoms and positions in Å:
C: -0.68 0.95 -1.08
C: 0.51 0.06 1.05
C: -0.69 0.11 0.13
N: 0.27 1.40 1.56
N: -0.10 -1.94 -1.13
N: 1.76 -0.22 0.42
S: -2.14 -0.43 0.80
H: -1.06 1.95 -0.86
H: -1.33 0.53 -1.85
H: 0.32 1.04 -1.49
H: 0.35 -0.67 1.85
H: 0.25 1.53 2.56
H: 0.80 2.13 1.10
H: -0.54 -2.79 -0.82
H: -0.18 -1.87 -2.14
H: 2.49 -0.42 1.08
H: 2.06 0.52 -0.20
H: 0.88 -1.96 -0.87
H: -2.97 0.08 -0.13



## 3
Here is a gas-phase ion, C3H12N3S (charge +1) from OMol25. Energies are from ωB97M-V/def2-TZVPD.

The value obtained for the HOMO energy is -12.8718 eV. The calculation puts the LUMO energy at -3.09 eV. As for the SMILES: NC[C@@H]([NH3+])[C@H](N)S. The value obtained for the frontier orbital gap is 9.8 eV. Its total charge is +1.

Atoms and positions in Å:
N: -1.13 -2.07 -0.99
C: -1.51 -0.68 -0.77
C: -0.29 -0.14 0.19
N: 0.86 -0.70 -0.52
C: 0.54 1.40 0.68
N: 1.83 0.99 1.00
S: -0.49 2.21 2.11
H: -0.81 -2.32 -1.93
H: -1.92 -2.83 -0.91
H: -1.56 0.04 -1.66
H: -2.52 -0.51 -0.23
H: -0.35 -0.66 1.15
H: 0.79 -1.67 -0.81
H: 0.94 -0.29 -1.50
H: 1.80 -0.56 -0.05
H: 0.56 2.27 0.02
H: 1.81 0.67 2.04
H: 2.49 1.74 0.84
H: -1.05 3.12 1.33



Relative energies with respect to the most stable structure, expressed in hartree: 1 0.1027; 2 0.0000; 3 0.0523.



## 1
Here is a gas-phase ion, C4H8NO3 (charge -1) from OMol25. Energies are from ωB97M-V/def2-TZVPD.

The value obtained for the HOMO energy is -3.4597 eV. The calculation puts the LUMO energy at 3.50 eV. As for the SMILES: O=C(CCO)NC[O-]. The value obtained for the frontier orbital gap is 7.0 eV. Its total charge is -1.

Atoms and positions in Å:
O: -0.41 1.69 -1.19
C: 0.10 0.80 -0.49
C: 0.13 0.94 1.03
C: -0.54 -0.25 1.77
O: -1.84 0.10 2.33
N: 0.66 -0.29 -0.97
C: 0.66 -0.96 -2.56
O: 1.13 -2.14 -2.48
H: 1.17 0.96 1.35
H: -0.38 1.83 1.40
H: -0.78 -1.05 1.08
H: 0.06 -0.57 2.61
H: -1.90 1.05 2.40
H: 1.10 -1.04 -0.45
H: 1.28 -0.20 -3.07
H: -0.42 -0.87 -2.75



## 2
Here is 2 unconnected molecules or ions with the total composition C4H8NO3 from OMol25. Energies are from ωB97M-V/def2-TZVPD.

The value obtained for the HOMO energy is -4.9124 eV. The calculation puts the LUMO energy at 4.07 eV. The value obtained for the frontier orbital gap is 9.0 eV. Its total charge is -1.

Atoms and positions in Å:
C: -0.58 1.90 0.13
C: -1.35 1.45 -1.06
O: -2.23 2.12 -1.61
N: -1.09 0.19 -1.47
H: -1.40 -0.11 -2.38
H: -0.28 -0.35 -1.03
H: -0.76 2.94 0.43
H: 0.50 1.90 0.05
H: -0.77 1.29 1.01
C: 2.02 -2.48 1.31
C: 1.18 -1.23 0.95
O: 0.98 -1.08 -0.29
O: 0.81 -0.55 1.91
H: 1.44 -3.05 2.03
H: 2.93 -2.19 1.85
H: 2.34 -3.12 0.49



Relative energies with respect to the most stable structure, expressed in hartree: 1 0.1012; 2 0.0000.



## 1
Here is a gas-phase ion, C4H8NO3 (charge -1) from OMol25. Energies are from ωB97M-V/def2-TZVPD.

The value obtained for the HOMO energy is -3.9520 eV. The calculation puts the LUMO energy at 3.68 eV. As for the SMILES: C[C@@H](O)CNC(=O)[O-]. The value obtained for the frontier orbital gap is 7.6 eV. Its total charge is -1.

Atoms and positions in Å:
C: 0.11 1.47 1.00
C: 0.86 0.17 0.88
O: 0.96 -0.52 2.19
C: -0.13 -0.91 0.05
N: 0.06 -0.96 -1.37
C: -0.85 -0.20 -2.23
O: -0.33 -0.13 -3.36
O: -1.93 0.05 -1.77
H: -0.99 1.47 0.54
H: 0.50 2.26 0.28
H: -0.09 1.83 2.05
H: 1.91 -0.04 0.55
H: 0.11 -0.83 2.50
H: 0.05 -1.98 0.44
H: -1.18 -0.58 0.23
H: 0.93 -1.11 -1.95



## 2
Here is 2 unconnected molecules or ions with the total composition C4H8NO3 from OMol25. Energies are from ωB97M-V/def2-TZVPD.

The value obtained for the HOMO energy is -4.2559 eV. The calculation puts the LUMO energy at 3.79 eV. The value obtained for the frontier orbital gap is 8.0 eV. Its total charge is -1.

Atoms and positions in Å:
C: -1.17 2.32 -2.24
C: -0.08 1.88 -1.18
O: 0.09 0.65 -1.18
O: 0.26 2.76 -0.41
H: -1.62 3.23 -2.01
H: -1.75 1.47 -2.63
H: -0.64 2.61 -3.20
C: 1.24 -1.16 2.22
C: 0.58 -2.22 1.34
O: 0.84 -3.46 1.42
N: -0.42 -1.79 0.40
H: -0.84 -2.59 -0.03
H: -0.73 -0.89 0.17
H: 1.23 -1.60 3.26
H: 0.74 -0.16 2.17
H: 2.27 -1.03 1.91



Relative energies with respect to the most stable structure, expressed in hartree: 1 0.0543; 2 0.0000.



## 1
Here is 2 unconnected molecules or ions with the total composition C5H8NOS from OMol25. Energies are from ωB97M-V/def2-TZVPD.

The value obtained for the HOMO energy is -14.2687 eV. The calculation puts the LUMO energy at -6.34 eV. The value obtained for the frontier orbital gap is 7.9 eV. Its total charge is +1.

Atoms and positions in Å:
C: 2.12 -1.10 -0.26
C: 2.57 0.01 0.34
C: -1.23 0.78 -0.76
C: 0.79 -0.97 -0.86
C: 0.15 0.29 -0.47
N: -2.13 0.59 1.27
O: -2.02 0.12 -1.39
S: 1.42 1.34 0.15
H: 2.74 -2.08 -0.20
H: 3.45 0.30 0.91
H: -1.25 1.93 -0.61
H: 0.69 -1.11 -1.91
H: 0.07 -1.76 -0.79
H: -1.99 -0.02 2.05
H: -2.94 0.33 0.69
H: -2.44 1.37 1.85



## 2
Here is 2 unconnected molecules or ions with the total composition C5H8NOS from OMol25. Energies are from ωB97M-V/def2-TZVPD.

The value obtained for the HOMO energy (alpha / beta) is -12.2538 / -11.9712 eV. The calculation puts the LUMO energy (alpha / beta) at -4.79 / -4.68 eV. The value obtained for the frontier orbital gap (alpha / beta) is 7.5 / 7.3 eV. Its total charge is +1.

Atoms and positions in Å:
C: -0.44 2.77 0.10
C: -0.16 1.62 -0.64
C: -0.29 2.50 1.40
C: -0.05 0.70 0.36
C: 0.49 -1.93 0.15
N: -0.40 -1.97 -1.03
O: -0.15 1.22 1.61
S: 2.07 -2.51 -0.20
H: -0.80 3.68 -0.35
H: -0.07 1.40 -1.72
H: -0.35 3.28 2.11
H: -0.04 -1.97 1.06
H: -1.31 -1.52 -0.86
H: -0.22 -1.50 -1.91
H: -0.70 -2.90 -1.21
H: 2.43 -2.85 1.13



Relative energies with respect to the most stable structure, expressed in hartree: 1 0.0000; 2 0.1170.